No. 1
74
Properties=species:S:1:pos:R:3:lowdin_charge:R:1 method="wB97M-V/def2-TZVPD" lumo_ev=4.29 e_homo_ev=2.638 multiplicity=1 charge=-2
Sn -0.966 0.366 0.408 0.8976
N -2.239 -0.798 3.074 0.0712
N 0.978 0.377 2.013 -0.0732
C -1.165 1.355 -1.404 -0.3119
C -1.184 2.311 -0.310 -0.3120
C -2.301 1.991 0.539 -0.3199
C -2.741 2.740 1.765 -0.1445
H -1.951 3.420 2.125 0.0514
H -2.993 2.048 2.588 0.0667
H -3.630 3.356 1.534 0.0696
C -2.960 0.833 0.010 -0.3340
C -4.190 0.188 0.582 -0.0590
H -5.110 0.633 0.155 0.0753
H -4.223 0.317 1.676 0.0605
H -4.211 -0.894 0.371 0.0641
C -2.265 0.453 -1.211 -0.3741
C -2.678 -0.647 -2.147 -0.1064
H -3.150 -1.484 -1.608 0.0563
H -1.811 -1.050 -2.698 0.0650
H -3.405 -0.271 -2.892 0.0716
C -0.248 3.475 -0.142 -0.1508
H -0.804 4.428 -0.047 0.0565
H 0.423 3.568 -1.011 0.0507
H 0.380 3.365 0.758 0.0549
C -0.244 1.385 -2.589 -0.0456
H 0.146 0.381 -2.823 0.0831
H 0.625 2.039 -2.413 0.0603
H -0.772 1.760 -3.488 0.0676
C -2.803 -1.712 3.875 -0.2034
H -3.801 -2.062 3.575 0.0963
C -2.200 -2.214 5.037 -0.1159
H -2.712 -2.956 5.657 0.0828
C -0.926 -1.729 5.372 -0.1332
H -0.409 -2.090 6.268 0.0866
C -0.318 -0.785 4.544 -0.0656
H 0.683 -0.404 4.767 0.0820
C -1.003 -0.336 3.389 -0.2825
C -0.414 0.604 2.417 -0.2865
H -0.566 1.650 2.721 0.0893
C 0.948 0.313 0.663 -0.2672
C 2.271 0.327 2.524 -0.1015
H 2.503 0.350 3.587 0.0908
C 3.088 0.228 1.427 -0.0661
H 4.169 0.143 1.343 0.1054
N 2.264 0.230 0.282 -0.0159
C 2.739 0.223 -1.072 -0.1386
C 3.111 1.447 -1.669 -0.2057
C 3.532 1.427 -3.010 -0.0667
H 3.809 2.373 -3.489 0.0903
C 3.588 0.235 -3.752 -0.2748
C 4.064 0.234 -5.188 -0.1485
H 3.231 0.045 -5.887 0.0628
H 4.815 -0.561 -5.351 0.0688
H 4.532 1.195 -5.457 0.0576
C 3.209 -0.961 -3.120 -0.0386
H 3.243 -1.901 -3.683 0.1021
C 2.782 -0.997 -1.782 -0.1860
C 2.346 -2.294 -1.148 -0.0673
H 3.001 -2.578 -0.308 0.0781
H 2.341 -3.109 -1.890 0.0730
H 1.330 -2.196 -0.729 0.0014
C 3.041 2.752 -0.908 -0.1417
H 4.026 3.033 -0.492 0.0610
H 2.341 2.686 -0.059 0.0550
H 2.716 3.569 -1.572 0.0515
C -0.767 -3.709 -1.068 -0.4545
S -0.982 -2.087 -0.247 0.4998
C -1.855 -2.843 1.157 -0.3815
H -0.255 -3.531 -2.035 0.0055
H -1.749 -4.155 -1.329 0.0071
H -0.114 -4.377 -0.468 0.0168
H -2.133 -3.901 0.974 0.0366
H -1.189 -2.858 2.042 0.0417
H -2.839 -2.366 1.276 0.0084



No. 2
86
Properties=species:S:1:pos:R:3:lowdin_charge:R:1 method="wB97M-V/def2-TZVPD" lumo_ev="-2.17 / -2.14" e_homo_ev="-10.248 / -10.478" multiplicity=2 charge=+1
Ti -0.016 -0.629 -0.346 1.0689
C 1.582 -3.245 1.648 -0.0176
C 0.887 -2.143 2.376 -0.3087
C 0.810 -1.968 3.761 0.0064
C 0.063 -0.826 3.936 -0.0414
N -0.304 -0.363 2.731 0.0377
N 0.216 -1.163 1.763 0.0146
B -0.976 0.993 2.379 -0.6328
N -2.129 0.757 1.361 0.0378
C -3.368 1.263 1.396 -0.0271
C -4.057 0.804 0.289 0.0062
C -3.144 0.008 -0.405 -0.3151
C -3.359 -0.785 -1.651 -0.0070
N -1.979 -0.008 0.255 0.0019
N 0.116 1.861 1.703 0.0380
C 0.739 2.984 2.088 -0.0373
C 1.734 3.257 1.175 -0.0065
C 1.661 2.226 0.238 -0.3181
C 2.546 2.064 -0.957 -0.0030
N 0.687 1.371 0.570 0.0408
N -1.592 1.602 3.620 -0.0202
C -2.440 0.966 4.472 -0.0963
C -3.035 1.912 5.260 -0.0126
C -2.513 3.142 4.799 -0.3486
C -2.828 4.520 5.286 -0.0320
N -1.665 2.947 3.806 0.1178
H 2.545 -3.448 2.118 0.0859
H 1.734 -3.002 0.600 0.0501
H 0.991 -4.162 1.688 0.0943
H 1.244 -2.590 4.524 0.1123
H -0.221 -0.308 4.836 0.1250
H -3.682 1.902 2.204 0.1282
H -5.081 1.004 0.028 0.1096
H -4.253 -0.439 -2.168 0.0860
H -3.484 -1.842 -1.415 0.0851
H -2.507 -0.706 -2.326 0.0653
H 0.403 3.511 2.962 0.1084
H 2.414 4.092 1.179 0.1076
H 2.979 3.028 -1.222 0.0905
H 1.995 1.684 -1.817 0.0543
H 3.368 1.376 -0.750 0.0788
H -2.559 -0.105 4.448 0.1273
H -3.740 1.752 6.058 0.1056
H -3.123 4.501 6.334 0.0773
H -3.649 4.956 4.715 0.0782
H -1.962 5.170 5.178 0.0755
C 4.369 -1.553 0.029 -0.0008
N 4.054 -1.491 -1.396 -0.1088
C 5.174 -1.756 -2.289 -0.0084
C 2.829 -1.177 -1.801 -0.3730
O 1.922 -0.948 -0.988 -0.0795
C 2.558 -1.069 -3.301 -0.0938
O 1.197 -0.858 -3.557 -0.1026
C 0.796 0.379 -4.077 -0.0931
C -0.110 1.103 -3.084 -0.3725
O -0.344 0.588 -1.980 -0.0807
N -0.631 2.276 -3.412 -0.1053
C -0.408 2.943 -4.687 -0.0076
C -1.469 3.003 -2.459 0.0168
H 5.261 -0.957 0.221 0.1034
H 4.564 -2.585 0.321 0.1042
H 3.538 -1.164 0.609 0.0876
H 5.880 -0.924 -2.268 0.1067
H 4.850 -1.916 -3.311 0.0836
H 5.689 -2.654 -1.953 0.1055
H 2.843 -2.006 -3.785 0.1428
H 3.183 -0.274 -3.723 0.1446
H 0.239 0.197 -5.000 0.1475
H 1.650 1.018 -4.322 0.1405
H 0.061 2.286 -5.411 0.0837
H 0.221 3.823 -4.546 0.1066
H -1.367 3.264 -5.092 0.1053
H -1.476 2.489 -1.504 0.0855
H -2.487 3.071 -2.844 0.1059
H -1.071 4.009 -2.331 0.1043
Br -2.055 -7.060 -1.485 0.7398
C -1.474 -5.286 -1.165 -0.6996
C -0.583 -4.692 -2.039 -0.1307
C -0.159 -3.390 -1.787 -0.1136
C -0.604 -2.658 -0.683 -0.2429
C -1.512 -3.302 0.169 -0.1397
C -1.948 -4.601 -0.057 -0.1286
H -0.225 -5.239 -2.902 0.0986
H 0.532 -2.945 -2.495 0.0777
H -1.892 -2.786 1.046 0.0982
H -2.647 -5.079 0.616 0.1018



The records above yield ΔE to the lowest compared entry with this formula, charge and spin values of 737.6 0.0 kJ/mol, respectively.
The records above yield energy values of -1942.79789 -5388.83503 Ha, respectively.